Entry 1:
Below is the molecule C20H32N4O3, with properties calculated with ωB97M-V/def2-TZVPD.

Cartesian coordinates (Å):
C: -1.37 -1.33 0.55
C: -2.30 -0.93 -0.60
N: -2.61 0.49 -0.75
C: -1.63 1.26 -1.49
C: -0.28 1.43 -0.78
O: -0.15 2.19 0.16
N: 0.71 0.65 -1.29
C: 2.04 0.52 -0.87
C: 2.58 1.24 0.19
C: 3.90 1.06 0.55
C: 4.73 0.17 -0.13
N: 6.09 0.03 0.16
C: 6.64 -1.30 0.30
C: 8.15 -1.24 0.04
O: 8.78 -0.35 0.93
C: 8.24 0.94 0.81
C: 6.73 0.95 1.08
C: 4.18 -0.54 -1.20
C: 2.86 -0.37 -1.56
C: -3.03 1.12 0.49
C: -4.32 0.48 1.01
O: -4.48 0.19 2.17
N: -5.23 0.31 0.03
C: -6.54 -0.31 0.17
C: -7.37 0.49 1.18
C: -7.21 -0.29 -1.20
C: -6.37 -1.75 0.66
H: -1.11 -2.38 0.46
H: -0.45 -0.75 0.55
H: -1.87 -1.19 1.51
H: -3.25 -1.45 -0.47
H: -1.87 -1.27 -1.55
H: -1.50 0.79 -2.47
H: -2.04 2.26 -1.64
H: 0.47 0.05 -2.08
H: 1.96 1.92 0.74
H: 4.27 1.62 1.39
H: 6.17 -1.99 -0.40
H: 6.48 -1.68 1.33
H: 8.61 -2.22 0.20
H: 8.33 -0.92 -1.00
H: 8.76 1.56 1.53
H: 8.42 1.32 -0.21
H: 6.35 1.96 0.90
H: 6.55 0.67 2.13
H: 4.80 -1.21 -1.78
H: 2.46 -0.93 -2.40
H: -2.28 1.10 1.28
H: -3.25 2.17 0.27
H: -4.92 0.53 -0.91
H: -6.86 0.51 2.14
H: -8.35 0.05 1.31
H: -7.49 1.52 0.84
H: -6.63 -0.85 -1.92
H: -8.20 -0.73 -1.14
H: -7.32 0.73 -1.55
H: -5.85 -1.75 1.61
H: -7.34 -2.22 0.79
H: -5.80 -2.33 -0.06

The HOMO energy comes out at -7.65 eV. The calculation puts the energy above the lowest of the compared OMol25 structures with the same formula, charge and spin at 0.137 eV. The calculation puts the gap between HOMO and LUMO at 8.2 eV. The calculation puts the total energy at -1226.0663 hartree. The lowest unoccupied orbital energy comes out at 0.53 eV.

Atom charges from the natural (NBO) analysis, given in e for atoms 1 to 6:
1. C -0.644
2. C -0.219
3. N -0.444
4. C -0.292
5. C 0.657
6. O -0.614

Entry 2:
Below is the molecule C5H14N2O, with properties calculated with ωB97M-V/def2-TZVPD.

Cartesian coordinates (Å):
C: -1.37 1.15 -0.30
C: -0.21 0.17 -0.08
C: 0.41 -0.52 -1.28
C: -0.55 -1.50 -1.94
N: -0.18 -2.86 -1.56
N: 0.92 0.88 0.56
C: 0.94 0.87 2.04
O: 0.10 1.86 2.49
H: -1.49 1.50 -1.34
H: -2.26 0.67 0.00
H: -1.10 2.08 0.31
H: -0.47 -0.50 0.73
H: 0.98 0.22 -1.90
H: 1.37 -1.00 -1.11
H: -0.69 -1.35 -3.03
H: -1.60 -1.26 -1.47
H: 0.44 -3.34 -2.18
H: -0.44 -3.28 -0.70
H: 1.58 1.50 0.11
H: 0.57 -0.11 2.33
H: 2.06 0.76 2.33
H: 0.28 2.75 2.79

The HOMO energy comes out at -8.12 eV. The calculation puts the energy above the lowest of the compared OMol25 structures with the same formula, charge and spin at 3.665 eV. The calculation puts the gap between HOMO and LUMO at 9.1 eV. The calculation puts the total energy at -383.5660 hartree. The lowest unoccupied orbital energy comes out at 0.96 eV.

Atom charges from the natural (NBO) analysis, given in e for atoms 1 to 6:
1. C -0.641
2. C -0.042
3. C -0.440
4. C -0.220
5. N -0.892
6. N -0.690

Entry 3:
Below is a structure of composition C14H26BF2MnN2O11, with properties calculated with ωB97M-V/def2-TZVPD.

Cartesian coordinates (Å):
Mn: 0.41 0.60 -1.41
F: 1.23 2.45 -1.89
F: 0.73 -0.07 -3.33
O: -4.65 5.65 3.07
C: -3.96 5.40 2.08
O: -3.54 4.20 1.67
B: -3.24 4.22 0.20
O: -3.08 5.69 -0.08
C: -3.65 6.40 0.92
O: -3.83 7.67 0.92
O: -4.36 3.52 -0.55
C: -3.87 2.53 -1.34
O: -4.54 1.71 -2.06
C: -2.33 2.55 -1.06
O: -2.04 3.45 -0.17
O: -1.50 1.80 -1.64
C: 0.45 2.32 1.43
O: -0.06 1.19 0.66
C: -0.56 0.05 1.42
C: -1.58 -0.66 0.56
N: -0.80 -1.07 -0.68
C: -1.62 -1.85 -1.54
C: -1.41 -3.41 -1.43
O: -0.11 -3.69 -0.85
C: 0.36 -5.01 -1.17
H: 1.21 1.91 2.10
H: -0.37 2.85 1.90
H: 0.84 3.10 0.78
H: -1.05 0.49 2.29
H: 0.24 -0.55 1.86
H: -2.41 0.01 0.35
H: -1.92 -1.59 1.02
H: -0.23 -1.83 -0.32
H: -1.44 -1.59 -2.58
H: -2.67 -1.65 -1.34
H: -1.37 -3.86 -2.42
H: -2.15 -3.90 -0.80
H: -0.03 -5.44 -2.09
H: 0.09 -5.77 -0.44
H: 1.44 -4.87 -1.10
C: 2.82 -2.31 -1.67
C: 2.46 -1.59 -0.29
C: 3.64 -1.59 0.74
O: 3.37 -0.92 1.98
C: 4.51 -0.78 2.67
N: 2.11 -0.21 -0.40
H: 3.18 -3.31 -1.46
H: 3.62 -1.69 -2.08
H: 1.94 -2.51 -2.29
H: 1.60 -2.12 0.13
H: 4.56 -1.39 0.19
H: 3.79 -2.59 1.14
H: 5.24 -1.59 2.64
H: 4.29 -0.56 3.72
H: 5.05 0.12 2.37
H: 2.92 0.12 -0.91
H: 2.28 0.00 0.57

Its spin multiplicity is 6. The HOMO energy (spin up / spin down) comes out at -4.42 / -6.20 eV. The calculation puts the gap between HOMO and LUMO (spin up / spin down) at 6.4 / 8.2 eV. The charge is -1. As for the expectation value of S²: 8.7529. The calculation puts the total energy at -2862.0464 hartree. The lowest unoccupied orbital energy (spin up / spin down) comes out at 1.99 / 1.99 eV.

Atom charges from the natural (NBO) analysis, given in e for atoms 1 to 6:
1. Mn 1.564
2. F -0.881
3. F -0.877
4. O -0.553
5. C 0.685
6. O -0.667

Entry 4:
Below is a structure of composition C47H132NO20Zn, with properties calculated with ωB97M-V/def2-TZVPD.

Cartesian coordinates (Å):
Zn: 9.68 -7.96 14.39
C: 8.38 -5.68 11.01
C: 8.90 -4.47 11.81
C: 7.75 -3.45 11.75
C: 7.87 -2.17 12.65
C: 8.15 -2.65 14.13
C: 9.34 -3.69 14.23
N: 9.10 -4.82 13.28
O: 9.85 -6.00 13.52
C: 9.25 -4.19 15.69
C: 10.68 -2.95 13.99
C: 10.17 -3.91 11.06
H: 7.96 -5.43 10.03
H: 7.49 -6.12 11.44
H: 9.09 -6.50 10.90
H: 6.76 -3.86 11.95
H: 7.70 -3.09 10.73
H: 7.01 -1.50 12.66
H: 8.72 -1.61 12.25
H: 7.26 -3.13 14.55
H: 8.27 -1.75 14.73
H: 10.23 -4.61 15.94
H: 8.43 -4.87 15.89
H: 9.01 -3.36 16.36
H: 10.69 -2.06 13.37
H: 11.45 -3.66 13.70
H: 11.04 -2.54 14.94
H: 10.32 -2.86 11.32
H: 10.06 -3.99 9.98
H: 11.07 -4.44 11.37
C: 10.89 -7.18 8.23
C: 11.41 -5.90 7.59
O: 12.15 -6.26 6.48
H: 11.67 -7.94 8.12
H: 10.06 -7.68 7.74
H: 10.64 -7.00 9.28
H: 12.01 -5.34 8.31
H: 10.65 -5.21 7.22
H: 13.08 -6.20 6.70
C: 10.78 1.18 11.08
C: 11.92 1.46 10.11
O: 11.78 2.86 9.82
H: 10.64 1.96 11.82
H: 10.82 0.21 11.58
H: 9.80 1.18 10.60
H: 11.86 0.85 9.21
H: 12.86 1.27 10.62
H: 12.19 3.29 10.58
C: 13.83 -0.71 14.34
C: 13.01 0.57 14.22
O: 11.94 0.58 15.15
H: 13.24 -1.52 13.92
H: 14.02 -1.01 15.37
H: 14.78 -0.66 13.81
H: 12.70 0.75 13.19
H: 13.66 1.39 14.53
H: 11.44 1.38 14.98
C: 4.49 -4.03 13.96
C: 3.78 -3.47 12.71
O: 2.41 -3.28 12.96
H: 5.47 -4.46 13.74
H: 3.85 -4.82 14.35
H: 4.61 -3.29 14.75
H: 3.85 -4.25 11.96
H: 4.25 -2.51 12.47
H: 2.03 -3.00 12.13
C: 14.41 -5.22 16.58
C: 13.38 -4.48 15.69
O: 12.58 -5.45 14.98
H: 14.92 -6.01 16.02
H: 13.93 -5.75 17.40
H: 15.17 -4.54 16.97
H: 13.96 -3.90 14.98
H: 12.86 -3.71 16.26
H: 12.05 -5.07 14.28
C: 4.64 -7.89 11.99
C: 3.80 -8.61 10.96
O: 2.71 -7.85 10.54
H: 5.61 -8.39 12.10
H: 4.22 -7.88 13.00
H: 4.76 -6.85 11.71
H: 3.45 -9.58 11.33
H: 4.45 -8.81 10.10
H: 3.04 -7.25 9.87
C: 14.15 -6.12 11.62
C: 15.10 -5.07 12.25
O: 16.28 -4.99 11.50
H: 14.69 -7.04 11.39
H: 13.66 -5.71 10.74
H: 13.27 -6.38 12.21
H: 15.44 -5.34 13.25
H: 14.54 -4.14 12.31
H: 16.71 -5.85 11.53
C: 5.35 -4.09 8.76
C: 5.33 -5.59 8.50
O: 4.03 -6.05 8.65
H: 6.36 -3.69 8.65
H: 5.01 -3.85 9.76
H: 4.73 -3.58 8.02
H: 6.00 -6.11 9.20
H: 5.70 -5.81 7.50
H: 3.59 -6.03 7.80
C: 14.14 -1.89 10.00
C: 13.16 -1.99 8.82
O: 13.35 -0.96 7.87
H: 15.18 -2.02 9.69
H: 13.90 -2.70 10.69
H: 14.04 -0.93 10.51
H: 12.14 -1.92 9.19
H: 13.29 -2.95 8.32
H: 12.51 -0.74 7.46
C: 6.33 -1.58 17.07
C: 5.62 -0.58 16.22
O: 4.35 -0.33 16.80
H: 6.41 -1.37 18.14
H: 7.34 -1.70 16.69
H: 5.83 -2.55 17.04
H: 5.54 -0.93 15.19
H: 6.21 0.33 16.21
H: 3.67 -0.83 16.34
C: 7.26 -8.56 7.58
C: 7.25 -8.97 9.07
O: 8.51 -8.80 9.61
H: 7.93 -9.19 6.98
H: 7.63 -7.55 7.45
H: 6.29 -8.64 7.10
H: 6.93 -10.01 9.21
H: 6.51 -8.41 9.64
H: 8.34 -8.76 10.56
C: 9.08 -1.12 7.96
C: 9.59 -0.67 6.59
O: 10.86 -0.10 6.70
H: 9.75 -1.79 8.50
H: 8.08 -1.54 7.83
H: 8.94 -0.25 8.61
H: 8.92 -0.03 6.01
H: 9.83 -1.50 5.94
H: 10.76 0.85 6.80
C: 11.29 -10.26 11.55
C: 11.45 -8.73 11.84
O: 11.43 -8.55 13.25
H: 11.50 -10.38 10.49
H: 10.30 -10.68 11.74
H: 11.96 -10.94 12.08
H: 10.59 -8.20 11.42
H: 12.39 -8.41 11.39
H: 12.28 -8.87 13.57
C: 10.82 -1.30 17.81
C: 11.89 -0.44 18.40
O: 11.86 0.81 17.78
H: 10.73 -2.29 18.26
H: 11.10 -1.48 16.77
H: 9.84 -0.82 17.78
H: 12.85 -0.93 18.26
H: 11.64 -0.35 19.46
H: 11.95 0.65 16.84
C: 8.97 0.80 14.34
C: 9.03 2.28 14.11
O: 10.34 2.70 14.48
H: 8.00 0.36 14.10
H: 9.07 0.71 15.43
H: 9.65 0.23 13.72
H: 8.32 2.77 14.78
H: 8.82 2.59 13.09
H: 10.46 3.63 14.27
C: 8.36 -4.41 19.41
C: 7.28 -5.26 18.74
O: 7.84 -6.36 18.14
H: 9.05 -5.02 20.00
H: 7.95 -3.59 20.00
H: 8.96 -3.99 18.61
H: 6.64 -4.73 18.03
H: 6.68 -5.60 19.58
H: 8.33 -6.74 18.87
C: 5.93 -8.10 15.60
C: 6.80 -6.98 15.13
O: 8.10 -7.38 15.51
H: 6.20 -9.09 15.23
H: 4.86 -7.92 15.50
H: 6.02 -8.16 16.69
H: 6.53 -6.01 15.54
H: 6.72 -6.98 14.05
H: 8.15 -7.02 16.39
C: 5.43 -0.58 9.89
C: 4.81 -0.17 8.52
O: 5.74 -0.25 7.48
H: 6.37 -0.06 10.10
H: 5.69 -1.64 9.97
H: 4.80 -0.36 10.75
H: 4.54 0.89 8.50
H: 3.95 -0.80 8.26
H: 6.45 0.38 7.61
C: 12.51 -8.39 17.51
C: 11.15 -7.67 17.36
O: 10.96 -7.39 15.99
H: 12.76 -8.48 18.57
H: 13.38 -7.93 17.04
H: 12.46 -9.41 17.13
H: 11.04 -6.78 17.98
H: 10.36 -8.35 17.69
H: 11.66 -6.75 15.82

The HOMO energy comes out at -9.31 eV. The calculation puts the energy above the lowest of the compared OMol25 structures with the same formula, charge and spin at 0.000 eV. The calculation puts the gap between HOMO and LUMO at 5.3 eV. The charge is +1. The calculation puts the total energy at -5208.2924 hartree. The lowest unoccupied orbital energy comes out at -4.00 eV.

Atom charges from the Löwdin analysis, given in e for atoms 1 to 6:
1. Zn 0.959
2. C -0.043
3. C -0.430
4. C -0.136
5. C -0.138
6. C -0.115

Entry 5:
Below is the molecule C3H6O, with properties calculated with ωB97M-V/def2-TZVPD.

Cartesian coordinates (Å):
C: -1.35 0.74 0.21
C: 0.13 0.35 0.30
C: 0.41 -0.98 0.20
O: 1.08 -0.12 -0.78
H: -1.84 0.06 -0.38
H: -1.37 1.68 -0.68
H: -1.78 0.83 1.29
H: 0.77 0.93 0.95
H: -0.65 -1.45 -0.19
H: 1.10 -1.73 0.97

The HOMO energy comes out at -10.25 eV. The calculation puts the energy above the lowest of the compared OMol25 structures with the same formula, charge and spin at 3.831 eV. The calculation puts the gap between HOMO and LUMO at 11.3 eV. The calculation puts the total energy at -193.0024 hartree. The lowest unoccupied orbital energy comes out at 1.04 eV.

Atom charges from the natural (NBO) analysis, given in e for atoms 1 to 6:
1. C -0.628
2. C 0.006
3. C -0.101
4. O -0.501
5. H 0.204
6. H 0.221

Entry 6:
Below is a cluster of 2 separate species, C3H13N5 in total, with properties calculated with ωB97M-V/def2-TZVPD.

Cartesian coordinates (Å):
N: 1.26 -1.70 1.66
C: 1.80 -2.14 0.45
N: 1.80 -1.17 -0.52
N: 2.24 -3.32 0.22
H: 1.73 -2.12 2.44
H: 1.16 -0.68 1.72
H: 1.97 -0.19 -0.31
H: 2.21 -1.46 -1.40
H: 1.98 -3.93 0.98
C: -2.01 0.35 -1.16
N: -1.25 0.60 0.08
C: -1.18 2.06 0.36
N: -0.36 2.81 -0.57
H: -2.10 -0.73 -1.30
H: -3.02 0.78 -1.09
H: -1.46 0.76 -2.00
H: -1.80 0.22 0.84
H: -0.67 2.14 1.32
H: -2.17 2.51 0.39
H: 0.58 2.41 -0.60
H: -0.72 2.80 -1.51

Its spin multiplicity is 2. The HOMO energy (spin up / spin down) comes out at 1.08 / -5.18 eV. The calculation puts the gap between HOMO and LUMO (spin up / spin down) at 2.9 / 8.9 eV. The charge is -1. As for the expectation value of S²: 0.7505. The calculation puts the total energy at -395.8346 hartree. The lowest unoccupied orbital energy (spin up / spin down) comes out at 3.97 / 3.77 eV.

Atom charges from the natural (NBO) analysis, given in e for atoms 1 to 6:
1. N -0.943
2. C 0.426
3. N -0.915
4. N -0.832
5. H 0.355
6. H 0.323